(1)
Formula: C29H33HfIN6O2P
Source: the OMol25 dataset
Level of theory: ωB97M-V with the def2-TZVPD basis set

Output
* net charge: +3
* electronic energy: -2290.2537 hartree
* Kohn-Sham gap: 6.40 eV
* LUMO energy: -9.0171 eV

Last column: Mulliken charge in e.
Cartesian coordinates (Å):
C1 3.6387 -1.1308 1.9304  -0.3615
H1 1.7974 2.4375 -4.5467  0.3626
H2 -1.8347 0.0506 5.3092  0.4382
C2 -2.0283 0.5966 -2.4572  -0.1229
N1 -1.5107 1.9048 0.2241  0.1531
C3 -1.9131 2.7729 1.2028  -0.3136
H3 -1.2005 -4.9628 1.2759  0.4811
C4 2.9573 0.0616 1.6255  0.1863
C5 2.6012 0.1513 -2.5793  -0.7404
H4 0.8852 -5.2893 -0.0275  0.5346
C6 4.9302 -1.0820 2.3974  -0.6423
H5 -3.7010 0.4230 -5.3578  0.3420
C7 -2.0709 -0.7698 2.2198  -1.4848
H6 2.1331 -1.7046 -1.4946  0.5190
H7 1.2519 -4.6549 1.5607  0.3872
C8 -0.2278 -2.7499 2.8854  -0.4759
H8 -2.4645 -3.9705 -0.5526  0.3374
C9 -3.2328 -1.0743 -1.7733  -0.4904
H9 -2.1522 2.4589 2.2043  0.3155
C10 -1.9540 4.0346 0.6872  -0.7519
N2 -1.5609 3.9409 -0.6147  0.1460
H10 -2.3275 1.1689 4.0471  0.4427
H11 5.3919 2.2936 2.3991  0.4396
H12 -1.0504 -2.9970 -1.0632  0.2661
C11 -0.9472 -2.9018 1.6875  0.0042
H13 -2.9640 -0.1601 2.1004  0.7090
C12 -1.3048 -0.6185 3.3740  1.0802
H14 -2.0416 5.8920 -1.1806  0.3384
H15 3.1360 -2.0804 1.7947  0.5121
C13 -1.4352 5.0659 -1.5393  -0.7699
C14 -3.0514 1.0048 -4.7110  -0.7689
H16 3.0521 2.2086 1.5843  0.4726
H17 -1.0570 -4.7471 -1.2432  0.5104
H18 0.1733 -1.5670 4.6106  0.5648
C15 -0.7314 -4.1028 0.7874  0.4226
C16 1.8552 -0.7275 -1.8519  -0.5227
I1 7.5296 0.2132 3.2429  0.2659
C17 -1.8949 -1.9115 1.3832  -0.4755
Hf1 -0.6281 -0.1720 0.2026  0.7301
C18 0.7648 -4.4193 0.6154  -1.3123
O1 0.9847 -1.1054 0.9266  0.8093
H19 3.6124 0.0733 -2.9431  0.5314
H20 -2.6827 -2.1526 0.6790  1.0040
H21 -1.7786 4.7837 -2.5309  0.3595
C19 -0.3847 -1.6412 3.6840  -0.9009
N3 1.8155 1.2451 -2.8059  0.1752
C20 2.2203 2.4403 -3.5427  -0.8035
C21 -3.6825 -0.7315 -3.0115  -0.8389
C22 5.5667 0.1540 2.5579  -0.1891
H22 -2.2390 4.9675 1.1445  0.4720
H23 -0.6226 1.0567 4.5393  0.3776
N4 -2.1940 -0.2465 -1.4204  0.1948
P1 -0.8852 2.0270 -2.5536  -0.2102
H24 5.4550 -1.9945 2.6442  0.4509
C23 3.5983 1.3000 1.8041  -0.5056
H25 3.3024 2.4565 -3.6298  0.3438
C24 -1.2837 2.6454 -0.8724  0.1454
H26 0.4544 -3.5251 3.2091  0.4993
C25 4.8931 1.3442 2.2616  -0.6818
C26 -1.5357 0.4883 4.3545  -1.6853
H27 -3.6072 -1.8563 -1.1368  0.6711
C27 0.6214 1.0283 -2.2270  0.1782
H28 -4.4811 -1.1469 -3.6032  0.4816
O2 0.8998 1.0472 0.8617  -0.8730
H29 -3.4929 1.9899 -4.5683  0.3228
C28 1.6197 0.0102 1.1418  0.9066
H30 1.2791 -3.5743 0.1574  0.1883
H31 1.8950 3.3338 -3.0159  0.3377
H32 -2.0838 1.1093 -5.1957  0.3591
N5 0.6111 -0.1856 -1.6463  0.0911
C29 -1.3749 -3.9357 -0.5915  -1.4051
H33 -0.3989 5.3950 -1.6001  0.3308
N6 -2.9141 0.3143 -3.4294  0.1347

---

(2)
Formula: C29H33N3O2
Source: the OMol25 dataset
Level of theory: ωB97M-V with the def2-TZVPD basis set

Output
* net charge: 0
* electronic energy: -1439.4273 hartree
* Kohn-Sham gap: 3.22 eV
* ΔE to the lowest compared entry with this formula, charge and spin: 104.10 kcal/mol
* LUMO energy: -2.1089 eV

Last column: Mulliken charge in e.
Cartesian coordinates (Å):
C1 1.5405 -0.4370 3.6714  -1.1253
H1 6.4086 -4.6184 -1.1779  0.4006
C2 0.2088 -0.0754 4.0540  0.9704
C3 0.3268 -2.6338 -0.5147  -1.2216
C4 -0.2327 1.2674 4.1321  -0.6217
H2 9.4077 -4.4941 -0.9995  0.3281
C5 -3.9662 0.9163 4.6925  -1.3548
H3 8.4932 -2.3153 2.4963  0.3335
C6 9.1915 -2.0895 0.4846  -0.7475
C7 -0.8373 -5.6713 -4.2414  -1.0374
C8 2.0792 -3.4289 -1.9514  -1.1509
H4 -2.8188 -1.5181 4.8745  0.2425
H5 -0.3955 -2.0854 4.6113  0.3277
O1 2.2822 1.6789 3.9727  -0.7360
H6 -1.8928 2.6208 4.3029  0.3140
C9 7.2427 -0.8883 1.4867  -0.7643
H7 1.8931 -1.4752 3.7057  0.4633
C10 8.6026 -1.5143 1.7621  -0.7699
H8 -2.7323 -5.0973 -0.7137  0.3202
C11 -2.0656 -0.7495 4.6743  -0.5157
C12 2.6416 -2.2590 0.2275  -0.7606
C13 4.0420 -2.5457 0.2358  0.3878
H9 10.0671 -2.7105 0.7168  0.3971
N1 2.5676 0.4740 3.7573  0.8087
C14 4.9530 -1.6733 0.8953  -0.8748
H10 8.0976 -3.9591 -2.0816  0.3683
H11 -3.9636 -4.0212 -1.3732  0.3599
H12 -4.1542 1.7343 5.3964  0.3242
N2 -1.1401 -4.8682 -3.0644  0.0001
C15 5.9983 -3.7758 -0.6245  -1.2183
H13 4.0076 -4.4181 -0.8706  0.9589
H14 4.5583 -0.8626 1.5032  0.3984
H15 -3.0194 -4.0673 -3.5603  0.2991
C16 6.3207 -1.8114 0.7619  0.7897
C17 -0.2153 -4.1029 -2.4026  1.3768
H16 2.2739 -1.5527 0.9690  0.5136
H17 -2.4322 -2.1902 -1.5466  0.3003
H18 -0.0210 -2.0168 0.3061  0.6637
C18 8.8511 -3.6154 -1.3671  -1.1318
H19 -4.5471 0.0522 5.0237  0.3431
N3 8.2446 -2.8707 -0.2789  0.0778
C19 -2.0562 -3.0841 -1.0223  -0.9505
H20 9.5707 -1.2680 -0.1465  0.3861
C20 4.6350 -3.6478 -0.4468  -1.1378
O2 3.7976 0.1299 3.6543  -0.7434
H21 0.2204 -5.9532 -4.2795  0.3320
H22 -4.3980 1.2360 3.7355  0.2569
H23 0.4860 2.0632 4.0398  0.5376
C21 -2.5636 -4.7578 -2.8221  -0.6174
C22 -0.6027 -3.2618 -1.3139  1.0794
C23 -0.7340 -1.0587 4.4623  -0.9068
H24 -3.0191 -5.7389 -3.0103  0.4008
H25 -2.1726 -2.8852 0.0458  0.4381
H26 -1.1009 -5.1620 -5.1888  0.3397
H27 3.0971 -3.4014 -2.2999  0.8276
H28 9.5768 -2.9821 -1.9038  0.3459
H29 9.2857 -0.7714 2.1813  0.3632
C24 -2.5140 0.5756 4.5813  0.9958
H30 -1.4369 -6.5978 -4.2075  0.3342
C25 -1.5691 1.5787 4.3500  -0.4811
C26 1.7260 -2.7817 -0.7222  0.1909
C27 6.8924 -2.8305 -0.0586  1.0469
C28 -2.9028 -4.2806 -1.4175  -0.8488
H31 7.3855 0.0245 0.8877  0.2807
C29 1.1667 -4.0861 -2.7447  -1.1585
H32 1.4904 -4.6098 -3.6434  0.2238
H33 6.7647 -0.5714 2.4183  0.4278

---

(3)
Formula: C29H33N3O5
Source: the OMol25 dataset
Level of theory: ωB97M-V with the def2-TZVPD basis set

Output
* net charge: 0
* electronic energy: -1665.4498 hartree
* Kohn-Sham gap: 9.00 eV
* ΔE to the lowest compared entry with this formula, charge and spin: 0.00 kcal/mol
* SMILES: COc1ccc([C@@H]2[C@@H]3C(=O)N(C(C)(C)C)C(=O)[C@@H]3[C@]3(CC(C)C)C(=O)N(c4ccccc4)C(=O)N23)cc1
* LUMO energy: 0.5477 eV

Last column: Mulliken charge in e.
Cartesian coordinates (Å):
H1 -2.8339 -2.6309 -0.4118  0.1892
O1 -2.7661 -0.8424 -2.2338  -0.6186
C1 -3.0438 2.2859 0.0905  -0.7805
H2 0.6655 -3.8624 -2.5957  0.3610
C2 1.1206 4.3783 -0.7272  -1.4157
H3 -0.9887 2.5794 -1.3389  0.4922
H4 0.3815 4.6235 -1.4874  0.3194
C3 2.5195 0.4650 -0.6683  -1.0427
C4 -2.0827 1.2925 -0.0685  -0.0552
H5 -0.5140 -2.6632 0.7436  0.2365
C5 0.7551 0.8042 0.7900  0.0992
C6 2.7745 0.0336 2.9130  -0.2293
C7 3.4608 -0.6794 3.8800  -0.9207
C8 -2.2550 0.0979 0.6134  0.5414
C9 3.4025 -1.6202 1.2706  -0.2465
C10 1.8864 2.4060 -2.1663  -1.3387
H6 1.0211 0.2744 -3.3948  0.7109
H7 -5.7429 -1.2611 2.4162  0.3122
C11 1.3854 1.1615 -1.4165  1.6279
C12 2.3067 3.6350 -1.3402  0.4533
C13 -4.3060 0.8850 1.5843  0.4142
C14 -4.1401 2.0892 0.8995  -0.9821
H8 -1.5218 -0.6879 0.5281  0.1836
C15 4.0939 -2.3159 2.2451  -1.0069
H9 4.6618 -2.3978 4.3073  0.4082
H10 3.4817 -0.3136 4.8957  0.3994
H11 0.8819 -3.2661 -0.1544  0.4102
C16 2.7476 -0.4433 1.6101  0.2832
C17 -0.1934 -3.3531 -0.0350  -1.5349
H12 -6.5637 -0.2463 3.6274  0.2455
C18 3.3427 3.3175 -0.2658  -1.3670
H13 -0.9057 -3.7542 -3.4048  0.3641
C19 -5.6337 -0.3991 3.0823  -0.7890
N1 2.0454 0.2645 0.6041  1.1867
H14 -4.8868 2.8573 1.0226  0.4441
C20 -1.5865 -0.6924 -2.0766  -0.5100
H15 2.7774 4.3124 -2.0641  0.4451
N2 -0.6531 -1.6660 -1.7505  0.6774
H16 4.6076 -3.2291 1.9845  0.3922
H17 1.4649 5.3094 -0.2828  0.4750
C21 4.1231 -1.8493 3.5490  -0.3989
C22 0.6427 -1.2229 -1.9127  -0.4199
C23 -0.9252 -3.0704 -1.3526  1.3949
H18 3.3694 -1.9742 0.2522  0.4598
H19 -0.4213 -4.3642 0.2909  0.5205
H20 2.8941 2.7747 0.5624  0.2007
O2 0.1402 0.7707 1.8227  -0.5949
H21 -2.5535 -4.3327 -0.7900  0.4814
H22 -4.8239 -0.5879 3.7941  0.3139
H23 0.6459 3.7901 0.0533  0.2354
C24 -0.4062 -3.9843 -2.4657  -1.7682
H24 -2.9324 3.2277 -0.4275  0.4243
C25 -0.9176 1.5445 -0.9822  -0.1773
H25 4.1573 2.7233 -0.6712  0.3195
H26 -0.6080 -5.0208 -2.2105  0.4703
H27 -3.4365 -1.0522 1.9526  0.4063
H28 2.7542 2.0676 -2.7387  0.4121
N3 0.4031 1.4042 -0.3829  0.7203
O3 1.6375 -1.8745 -1.7297  -0.5767
O4 3.6139 0.2110 -1.0888  -0.6180
C26 0.6183 0.2260 -2.3824  -0.5788
H29 2.2544 0.9434 3.1664  0.4438
H30 -2.9722 -3.1962 -2.0732  0.4283
H31 3.7567 4.2426 0.1298  0.5248
C27 -3.3477 -0.1111 1.4335  -0.9667
H32 1.1158 2.7222 -2.8737  0.5170
C28 -2.4187 -3.3145 -1.1471  -1.7097
H33 -1.2648 1.1479 -3.1102  0.5904
O5 -5.4177 0.7884 2.3580  -0.4850
C29 -0.8471 0.6228 -2.2512  0.5961

---

> Among the records above, which one has the lowest Kohn-Sham gap?

C29H33N3O2

---

> Look up the LUMO energy of the second one.

-2.1089 eV